<1>
22
Properties=species:S:1:pos:R:3:nbo_charge:R:1 method="wB97M-V/def2-TZVPD" total_charge=+1 gap_ev=9.889 lumo_ev=-3.08 homo_ha=-0.47646
C 2.89 -1.29 0.12 -0.64
C 2.20 0.04 0.26 -0.23
C 1.78 0.74 -0.78 0.07
O 1.13 1.96 -0.61 -0.74
H 2.35 -2.08 0.65 0.22
H 2.98 -1.56 -0.93 0.22
H 3.89 -1.22 0.55 0.24
H 2.13 0.51 1.23 0.21
H 1.85 0.38 -1.80 0.19
H 1.40 2.53 -1.35 0.51
C -2.23 -1.07 1.09 -0.67
C -1.98 -0.08 0.01 0.15
C -2.33 -0.09 -1.26 -0.36
N -1.22 1.13 0.48 -0.72
H -2.79 -1.92 0.72 0.26
H -1.27 -1.43 1.49 0.23
H -2.76 -0.60 1.92 0.24
H -2.12 0.75 -1.92 0.22
H -2.86 -0.92 -1.71 0.24
H -0.47 1.38 -0.19 0.48
H -0.75 0.91 1.36 0.44
H -1.82 1.93 0.65 0.44

---

<2>
22
Properties=species:S:1:pos:R:3:nbo_charge:R:1 method="wB97M-V/def2-TZVPD" total_charge=+1 smiles="[NH3+]CCCCCC=O" gap_ev=9.030 lumo_ev=-3.84 homo_ha=-0.47277
N 1.09 -0.23 2.73 -0.67
C 0.95 -0.78 1.34 -0.23
C -0.51 -0.94 0.97 -0.43
C -1.26 0.37 0.64 -0.42
C -0.52 1.36 -0.26 -0.40
C -0.66 1.08 -1.75 -0.51
C -0.11 -0.27 -2.13 0.44
O 1.05 -0.44 -2.40 -0.51
H 0.62 0.67 2.78 0.44
H 0.75 -0.90 3.42 0.45
H 2.08 -0.05 2.94 0.45
H 1.48 -1.74 1.32 0.24
H 1.49 -0.13 0.67 0.24
H -0.56 -1.59 0.10 0.25
H -1.04 -1.44 1.78 0.22
H -2.17 0.08 0.13 0.24
H -1.60 0.86 1.57 0.21
H 0.54 1.48 -0.01 0.19
H -0.89 2.38 -0.10 0.24
H -1.69 1.12 -2.10 0.23
H -0.03 1.76 -2.30 0.25
H -0.82 -1.12 -2.11 0.11

---

Least stable = <1>

---

<1>
14
Properties=species:S:1:pos:R:3:nbo_charge:R:1 method="wB97M-V/def2-TZVPD" total_charge=0 gap_ev="6.551 / 9.058" lumo_ev="-0.66 / 0.76" homo_ha="-0.26513 / -0.30506"
C 2.22 0.13 -0.83 -0.37
C 2.69 0.19 0.34 -0.08
C 0.63 0.32 -1.38 -0.20
C -0.92 -0.88 1.51 -0.46
N -0.25 0.33 -0.34 -0.35
N -0.45 -0.81 0.23 -0.24
Br 2.00 0.43 2.03 0.10
H 2.86 -0.17 -1.67 0.24
H 0.79 1.30 -1.86 0.21
H 0.30 -0.42 -2.00 0.22
H -0.76 0.02 2.04 0.16
H -1.94 -0.97 1.56 0.20
H -0.28 -1.63 2.10 0.22
H -0.35 1.22 0.23 0.35

---

<2>
14
Properties=species:S:1:pos:R:3:nbo_charge:R:1 method="wB97M-V/def2-TZVPD" total_charge=0 gap_ev="7.316 / 7.123" lumo_ev="-1.73 / -1.69" homo_ha="-0.33249 / -0.32371"
C -2.15 1.89 -0.25 -0.01
C -0.39 0.57 0.17 0.01
C 0.96 0.58 0.65 0.05
C 1.47 -1.57 0.10 -0.47
N -1.18 1.62 0.48 -0.41
N 1.83 -0.32 0.70 -0.33
Br 3.96 0.45 -0.21 -0.17
H -2.93 2.57 -0.03 0.18
H -2.39 1.18 -1.03 0.13
H -0.81 -0.26 -0.36 0.17
H 1.22 1.68 1.10 0.21
H 0.72 -1.61 -0.83 0.19
H 2.40 -2.09 -0.17 0.24
H 0.92 -2.20 0.95 0.22

---

Least stable = <1>

---

<1>
66
Properties=species:S:1:pos:R:3:nbo_charge:R:1 method="wB97M-V/def2-TZVPD" total_charge=0 smiles="CCCN(CC(=O)Nc1ccccc1OC)[C@H](C)C(=O)N[C@@H](C)CCc1ccccc1" gap_ev=8.916 lumo_ev=0.67 homo_ha=-0.30292
C 0.67 3.31 1.96 -0.61
C 0.21 3.47 0.51 -0.39
C -0.51 2.23 -0.03 -0.24
N 0.40 1.09 -0.11 -0.47
C 0.08 0.00 0.80 -0.31
C 1.29 -0.93 0.96 0.67
O 1.19 -2.13 1.00 -0.62
N 2.43 -0.21 1.06 -0.64
C 3.75 -0.63 1.17 0.18
C 4.12 -1.95 1.39 -0.24
C 5.46 -2.29 1.50 -0.22
C 6.43 -1.32 1.38 -0.21
C 6.08 0.01 1.15 -0.28
C 4.75 0.36 1.04 0.25
O 4.28 1.63 0.81 -0.52
C 5.21 2.67 0.68 -0.25
C 0.72 0.62 -1.46 -0.13
C 1.51 1.69 -2.22 -0.61
C -0.55 0.24 -2.23 0.67
O -1.22 1.05 -2.85 -0.64
N -0.90 -1.06 -2.10 -0.62
C -2.11 -1.62 -2.66 -0.06
C -1.78 -2.89 -3.43 -0.61
C -3.14 -1.89 -1.55 -0.39
C -3.66 -0.60 -0.92 -0.41
C -4.59 -0.91 0.22 -0.03
C -4.09 -1.11 1.50 -0.16
C -4.94 -1.43 2.55 -0.22
C -6.30 -1.56 2.32 -0.22
C -6.80 -1.36 1.05 -0.20
C -5.95 -1.04 0.01 -0.21
H 1.40 2.51 2.04 0.20
H -0.18 3.07 2.60 0.20
H 1.12 4.23 2.31 0.21
H 1.07 3.69 -0.12 0.20
H -0.49 4.31 0.45 0.20
H -1.36 1.99 0.62 0.19
H -0.91 2.45 -1.02 0.23
H -0.78 -0.61 0.48 0.20
H -0.14 0.42 1.78 0.23
H 2.32 0.79 0.89 0.44
H 3.35 -2.70 1.49 0.25
H 5.74 -3.31 1.68 0.22
H 7.48 -1.57 1.46 0.21
H 6.85 0.75 1.05 0.22
H 5.88 2.51 -0.17 0.18
H 4.62 3.58 0.51 0.20
H 5.81 2.80 1.59 0.18
H 1.35 -0.27 -1.35 0.20
H 1.89 1.26 -3.15 0.22
H 0.87 2.53 -2.47 0.23
H 2.35 2.03 -1.62 0.21
H -0.32 -1.68 -1.56 0.40
H -2.51 -0.86 -3.35 0.23
H -2.66 -3.29 -3.91 0.21
H -1.03 -2.69 -4.19 0.22
H -1.38 -3.65 -2.75 0.20
H -3.98 -2.45 -1.97 0.21
H -2.67 -2.51 -0.78 0.20
H -4.18 -0.01 -1.68 0.22
H -2.82 0.00 -0.56 0.21
H -3.03 -1.01 1.69 0.20
H -4.53 -1.58 3.54 0.21
H -6.96 -1.81 3.14 0.21
H -7.86 -1.46 0.87 0.21
H -6.35 -0.89 -0.99 0.21

---

<2>
66
Properties=species:S:1:pos:R:3:nbo_charge:R:1 method="wB97M-V/def2-TZVPD" total_charge=0 gap_ev=7.660 lumo_ev=0.12 homo_ha=-0.27719
C -3.83 3.41 -5.94 -0.22
O -3.00 2.41 -5.97 -0.47
C -2.92 1.63 -4.92 0.26
C -3.70 1.88 -3.63 -0.25
C -3.65 1.21 -2.41 -0.03
C -2.77 -0.11 -2.41 -0.10
C -2.05 -0.44 -3.47 -0.21
C -1.93 0.59 -4.76 0.26
O -1.19 0.39 -5.88 -0.49
C -0.45 -0.72 -5.97 -0.25
H -0.76 -1.82 -5.97 0.19
H 0.55 -0.66 -5.20 0.14
H -0.01 -0.51 -6.86 0.19
H -1.26 -1.24 -3.71 0.23
C -2.57 -0.89 -1.32 -0.22
N -2.12 -0.44 -0.08 -0.48
C -0.88 0.17 -0.28 -0.17
C -0.33 0.90 0.91 -0.22
N -0.30 0.15 1.86 -0.50
C -1.70 -0.45 2.24 -0.25
C -2.09 -1.07 1.06 -0.19
H -3.12 -1.67 1.22 0.21
H -1.47 -2.13 0.88 0.13
H -1.73 -1.14 3.17 0.26
H -2.17 0.67 2.24 0.20
C 0.31 0.68 3.11 -0.10
C -0.19 2.15 3.73 -0.59
H 0.26 2.77 2.69 0.21
H -1.15 2.01 3.93 0.19
H 0.42 2.31 4.51 0.22
C 1.96 0.60 2.90 0.69
O 2.69 1.48 3.57 -0.69
N 2.22 -0.45 2.13 -0.61
H 1.39 -0.90 1.93 0.44
C 3.54 -0.82 1.84 -0.10
C 4.31 -1.81 2.66 -0.05
C 4.48 -1.08 4.08 -0.17
C 4.92 -2.28 5.08 -0.19
C 5.49 -3.34 4.72 -0.29
C 5.38 -3.95 3.46 -0.11
C 4.48 -3.08 2.51 -0.23
H 4.53 -3.64 1.58 0.22
H 5.62 -4.81 3.29 0.17
H 5.86 -3.91 5.61 0.22
H 5.31 -1.64 6.10 0.21
H 3.95 -0.17 4.30 0.25
C 4.30 0.39 1.44 -0.60
H 3.80 0.99 0.62 0.23
H 5.51 0.08 1.01 0.20
H 4.66 0.90 2.35 0.24
H 3.46 -1.41 0.81 0.19
H 0.17 0.01 3.97 0.21
H 0.70 1.43 0.50 0.22
H -1.10 1.79 0.95 0.14
H -0.88 0.71 -1.30 0.24
H -0.10 -0.92 -0.59 0.08
H -1.99 -1.80 -1.54 0.20
H -3.59 -1.45 -1.00 0.19
C -4.42 1.24 -1.38 -0.61
H -4.09 1.02 -0.47 0.24
H -4.96 2.39 -1.39 0.19
H -5.32 0.47 -1.24 0.22
H -4.33 2.74 -3.63 0.21
H -3.49 4.09 -5.00 0.15
H -3.71 3.94 -6.83 0.19
H -4.90 3.18 -5.79 0.17

---

Least stable = <2>

---

<1>
17
Properties=species:S:1:pos:R:3:nbo_charge:R:1 method="wB97M-V/def2-TZVPD" total_charge=-1 gap_ev=8.491 lumo_ev=3.91 homo_ha=-0.16850
C 0.11 -0.02 -0.66 -0.06
O 0.59 -0.51 0.60 -0.85
C 1.33 0.41 -1.67 -0.68
H -0.55 0.74 -0.31 0.20
H -0.45 -0.88 -1.19 0.16
H 1.16 -0.24 -2.59 0.20
H 2.13 0.16 -1.01 0.23
H 1.53 1.47 -2.08 0.19
H 1.77 0.86 0.91 0.51
H 1.71 2.24 0.22 0.45
O 2.07 1.85 1.00 -0.99
H -3.33 0.27 1.74 0.43
H -2.30 -0.86 1.22 0.50
O -2.77 0.02 0.95 -1.05
H -1.66 -2.36 0.45 0.42
H 0.00 -1.21 1.09 0.54
O -1.33 -1.94 1.31 -1.20

---

<2>
17
Properties=species:S:1:pos:R:3:nbo_charge:R:1 method="wB97M-V/def2-TZVPD" total_charge=-1 gap_ev=8.262 lumo_ev=4.09 homo_ha=-0.15315
C -0.17 -0.77 0.01 -0.02
O 0.01 0.50 -0.45 -0.96
C -1.54 -0.93 0.74 -0.64
H 0.59 -1.04 0.77 0.08
H -0.14 -1.56 -0.74 0.11
H -2.27 -0.35 0.18 0.20
H -1.42 -0.51 1.74 0.18
H -1.83 -1.98 0.78 0.17
H -2.47 0.74 -2.20 0.45
H -1.03 0.29 -2.08 0.51
O -1.86 0.10 -2.56 -0.99
H 3.02 0.69 0.36 0.50
H 2.51 -0.68 0.64 0.47
O 3.35 -0.21 0.52 -0.97
H 0.66 2.34 1.16 0.46
H 1.06 1.36 0.24 0.50
O 1.54 2.01 0.90 -1.06

---

Least stable = <1>

---

<1>
19
Properties=species:S:1:pos:R:3:nbo_charge:R:1 method="wB97M-V/def2-TZVPD" total_charge=0 gap_ev=7.178 lumo_ev=-0.64 homo_ha=-0.28745
C -0.84 -0.05 2.04 -0.59
C 0.47 -0.47 1.36 -0.46
C 0.81 0.21 0.07 0.15
C 0.52 -0.44 -1.12 -0.28
C -0.60 -1.25 -1.34 -0.12
C -1.16 -1.36 -2.54 -0.46
C 1.15 1.68 0.10 -0.67
H -1.69 -0.23 1.39 0.23
H -0.81 0.99 2.37 0.20
H -0.96 -0.71 2.90 0.21
H 1.25 -0.19 2.08 0.21
H 0.57 -1.55 1.27 0.23
H 1.27 -0.31 -1.93 0.20
H -1.11 0.40 -0.75 0.10
H -2.02 -1.95 -2.83 0.20
H -0.61 -0.91 -3.37 0.17
H 0.31 2.28 -0.22 0.24
H 1.98 1.88 -0.58 0.23
H 1.48 1.97 1.10 0.22

---

<2>
19
Properties=species:S:1:pos:R:3:nbo_charge:R:1 method="wB97M-V/def2-TZVPD" total_charge=0 gap_ev="8.311 / 8.358" lumo_ev="-0.73 / -0.73" homo_ha="-0.33232 / -0.33408"
C -1.73 0.77 0.17 -0.59
C -1.29 -0.66 -0.09 -0.20
C -0.24 -0.79 -1.23 -0.45
C 0.83 -0.87 -0.16 0.04
C 2.12 -0.56 -0.13 -0.43
C 0.93 2.51 0.39 -0.20
C -0.21 -1.17 0.91 -0.45
H -2.34 1.15 -0.65 0.21
H -0.87 1.46 0.28 0.20
H -2.31 0.84 1.10 0.21
H -2.16 -1.31 -0.19 0.20
H -0.34 -1.74 -1.78 0.22
H -0.18 0.03 -1.95 0.21
H 2.65 -0.26 -1.03 0.20
H 2.68 -0.58 0.80 0.20
H 1.41 2.17 -0.56 0.08
H 1.47 1.89 1.13 0.09
H -0.12 -0.64 1.87 0.21
H -0.29 -2.25 1.10 0.22

---

<3>
19
Properties=species:S:1:pos:R:3:nbo_charge:R:1 method="wB97M-V/def2-TZVPD" total_charge=0 gap_ev=10.181 lumo_ev=1.04 homo_ha=-0.33604
C -1.96 0.70 0.76 -0.57
C -1.86 -0.06 -0.62 -0.43
C -0.36 -0.25 -0.61 -0.36
C 0.50 -0.93 -1.67 -0.46
C 1.80 -0.77 -0.99 -0.01
C 2.29 -0.33 0.03 -0.01
C 2.35 0.33 1.35 -0.68
H -2.59 0.14 1.46 0.21
H -0.75 0.86 1.40 0.17
H -2.35 1.72 0.61 0.21
H -2.39 -1.02 -0.67 0.20
H -2.19 0.52 -1.51 0.20
H -0.17 -0.76 0.33 0.19
H 0.04 0.76 -0.48 0.19
H 0.21 -1.98 -1.82 0.22
H 0.45 -0.42 -2.64 0.22
H 1.25 0.65 1.63 0.23
H 3.00 1.21 1.32 0.23
H 2.74 -0.36 2.11 0.23

---

Least stable = <1>

---

<1>
19
Properties=species:S:1:pos:R:3:nbo_charge:R:1 method="wB97M-V/def2-TZVPD" total_charge=0 smiles="C=C(/C=C/C)CC" gap_ev=9.149 lumo_ev=0.97 homo_ha=-0.30052
C -2.20 -0.74 -0.26 -0.38
C -0.90 -0.40 -0.18 -0.03
C -0.61 1.01 -0.12 -0.22
C 0.68 1.42 -0.13 -0.16
C 1.03 2.83 0.12 -0.65
C 0.18 -1.39 -0.54 -0.43
C 0.73 -2.30 0.75 -0.61
H -2.42 -1.83 -0.48 0.19
H -3.05 -0.07 -0.18 0.20
H -1.42 1.68 -0.18 0.21
H 1.57 0.89 -0.10 0.20
H 2.10 3.00 0.14 0.21
H 0.54 3.53 -0.57 0.22
H 0.64 3.08 1.08 0.22
H 0.86 -0.87 -1.19 0.22
H -0.26 -2.19 -1.18 0.21
H -0.17 -2.64 1.28 0.22
H 1.50 -1.72 1.23 0.21
H 1.20 -3.30 0.51 0.21

---

<2>
19
Properties=species:S:1:pos:R:3:nbo_charge:R:1 method="wB97M-V/def2-TZVPD" total_charge=0 smiles="C=C(/C=C/C)CC" gap_ev=9.249 lumo_ev=0.92 homo_ha=-0.30623
C 0.53 1.42 -1.55 -0.46
C -0.14 0.52 -0.73 0.01
C 0.09 -0.97 -0.83 -0.25
C 0.21 -1.74 0.26 -0.14
C 1.07 -3.04 0.41 -0.66
C -1.03 0.94 0.46 -0.44
C -0.96 2.51 0.79 -0.61
H 0.02 2.46 -1.61 0.21
H 1.44 1.14 -2.11 0.21
H 0.45 -1.14 -1.84 0.22
H -0.06 -1.40 1.35 0.19
H 1.13 -3.65 -0.51 0.22
H 0.66 -3.70 1.22 0.21
H 2.16 -2.90 0.71 0.23
H -2.09 0.61 0.10 0.22
H -0.71 0.31 1.36 0.22
H -1.72 2.65 1.54 0.21
H 0.15 2.85 1.12 0.22
H -1.23 3.13 -0.13 0.20

---

<3>
19
Properties=species:S:1:pos:R:3:nbo_charge:R:1 method="wB97M-V/def2-TZVPD" total_charge=0 gap_ev=8.821 lumo_ev=1.00 homo_ha=-0.28748
C 1.40 -0.11 -1.76 -0.78
C -0.06 -0.41 -1.81 0.14
C -0.80 -1.15 0.09 -0.37
C -0.50 -0.72 1.52 -0.40
C 0.26 0.60 1.43 -0.40
C -0.37 1.30 0.22 -0.42
C -0.87 0.19 -0.73 -0.38
H 2.01 -0.94 -2.15 0.23
H 1.47 0.67 -2.54 0.27
H 1.87 0.31 -0.85 0.19
H 0.00 -1.79 -0.31 0.23
H -1.71 -1.75 -0.02 0.23
H -1.45 -0.56 2.04 0.20
H 0.04 -1.48 2.07 0.21
H 0.19 1.18 2.35 0.21
H 1.32 0.40 1.25 0.20
H 0.33 1.99 -0.28 0.21
H -1.23 1.90 0.54 0.21
H -1.90 0.36 -1.06 0.22

---

Least stable = <3>

---

<1>
19
Properties=species:S:1:pos:R:3:nbo_charge:R:1 method="wB97M-V/def2-TZVPD" total_charge=0 smiles="C=CC(=C)CCC" gap_ev=8.158 lumo_ev=0.42 homo_ha=-0.28445
C 1.71 -1.49 1.66 -0.38
C 1.11 -0.76 0.65 -0.21
C -0.41 -0.42 0.73 0.00
C -1.19 -1.33 1.31 -0.41
C -1.04 0.88 0.17 -0.43
C -0.13 1.54 -0.88 -0.42
C 0.17 0.78 -2.15 -0.64
H 1.01 -2.05 2.31 0.19
H 2.74 -1.83 1.77 0.21
H 1.57 -0.13 -0.05 0.20
H -2.05 -1.69 0.76 0.19
H -1.11 -1.80 2.35 0.20
H -1.33 1.57 1.00 0.23
H -1.93 0.65 -0.35 0.21
H -0.81 2.40 -1.17 0.21
H 0.85 1.90 -0.37 0.21
H 1.12 0.16 -2.16 0.21
H -0.62 0.10 -2.58 0.22
H 0.34 1.53 -3.01 0.22

---

<2>
19
Properties=species:S:1:pos:R:3:nbo_charge:R:1 method="wB97M-V/def2-TZVPD" total_charge=0 smiles=CC#CCCCC gap_ev=10.413 lumo_ev=1.08 homo_ha=-0.34293
C 3.90 -0.11 1.10 -0.68
C 2.69 -0.33 0.31 -0.01
C 1.67 -0.50 -0.32 -0.02
C 0.36 -0.61 -0.97 -0.46
C -0.71 0.07 -0.11 -0.37
C -2.11 0.07 -0.73 -0.40
C -3.13 0.73 0.20 -0.60
H 3.66 0.35 2.06 0.23
H 4.60 0.55 0.57 0.23
H 4.42 -1.05 1.30 0.23
H 0.11 -1.67 -1.12 0.22
H 0.40 -0.15 -1.96 0.22
H -0.74 -0.42 0.87 0.20
H -0.40 1.11 0.07 0.20
H -2.42 -0.97 -0.95 0.19
H -2.08 0.59 -1.69 0.19
H -3.27 0.13 1.11 0.20
H -2.79 1.72 0.50 0.20
H -4.11 0.84 -0.29 0.21

---

Least stable = <1>

---

<1>
19
Properties=species:S:1:pos:R:3:nbo_charge:R:1 method="wB97M-V/def2-TZVPD" total_charge=0 smiles="C=C/C(=C/C)CC" gap_ev=9.808 lumo_ev=1.11 homo_ha=-0.31948
C -1.26 -0.79 -2.36 -0.40
C -1.38 -1.00 -1.02 -0.19
C -0.51 -0.24 -0.10 -0.05
C -0.93 0.80 0.61 -0.16
C -0.17 1.99 1.08 -0.65
C 1.00 -0.50 -0.17 -0.45
C 1.59 -0.99 1.13 -0.61
H -0.70 0.06 -2.77 0.20
H -1.87 -1.34 -3.07 0.20
H -2.01 -1.69 -0.49 0.21
H -2.05 0.86 0.79 0.19
H 0.88 1.87 0.84 0.21
H -0.26 2.23 2.14 0.22
H -0.50 2.85 0.46 0.22
H 1.18 -1.29 -0.89 0.21
H 1.54 0.31 -0.64 0.21
H 0.93 -1.66 1.66 0.21
H 1.88 -0.13 1.78 0.20
H 2.62 -1.35 1.02 0.21

---

<2>
19
Properties=species:S:1:pos:R:3:nbo_charge:R:1 method="wB97M-V/def2-TZVPD" total_charge=0 smiles="C=C(C)/C(C)=C/C" gap_ev=9.664 lumo_ev=1.00 homo_ha=-0.31845
C 1.52 1.12 1.15 -0.41
C 1.05 0.73 -0.02 0.01
C 1.73 0.75 -1.34 -0.64
C -0.21 -0.12 -0.01 -0.03
C 0.15 -1.58 -0.08 -0.65
C -1.46 0.21 0.35 -0.18
C -2.69 -0.68 0.10 -0.66
H 1.20 0.85 2.15 0.20
H 2.42 1.70 1.24 0.18
H 0.92 1.00 -2.08 0.22
H 2.60 1.38 -1.43 0.23
H 2.00 -0.25 -1.63 0.22
H -0.47 -2.05 0.66 0.22
H 0.06 -2.00 -1.15 0.21
H 1.18 -1.83 0.13 0.22
H -1.74 1.02 1.05 0.21
H -3.15 -0.24 -0.79 0.22
H -2.62 -1.75 -0.14 0.22
H -3.43 -0.54 0.88 0.21

---

<3>
19
Properties=species:S:1:pos:R:3:nbo_charge:R:1 method="wB97M-V/def2-TZVPD" total_charge=0 smiles="C=CCC(=C)CC" gap_ev=8.746 lumo_ev=0.61 homo_ha=-0.29883
C 0.04 1.56 -2.86 -0.39
C 0.04 0.40 -2.15 -0.16
C -0.58 0.01 -0.81 -0.48
C 0.48 0.07 0.29 0.04
C 1.61 -0.67 0.22 -0.39
C -0.07 0.25 1.68 -0.44
C -0.89 -0.94 2.20 -0.60
H 0.90 2.25 -2.79 0.20
H -0.73 1.99 -3.49 0.19
H 1.03 -0.06 -2.26 0.18
H -1.04 -0.97 -0.92 0.23
H -1.46 0.63 -0.52 0.22
H 1.84 -1.19 -0.72 0.19
H 2.06 -1.15 1.07 0.20
H -0.63 1.19 1.70 0.20
H 0.75 0.38 2.39 0.21
H -1.66 -1.18 1.46 0.20
H -1.41 -0.74 3.14 0.21
H -0.29 -1.84 2.36 0.21

---

<4>
19
Properties=species:S:1:pos:R:3:nbo_charge:R:1 method="wB97M-V/def2-TZVPD" total_charge=0 smiles="C=C(C)/C(C)=C/C" gap_ev=8.829 lumo_ev=0.83 homo_ha=-0.29409
C 1.43 1.68 0.23 -0.39
C 0.70 0.63 0.66 -0.01
C 1.02 0.23 2.10 -0.66
C -0.28 -0.18 -0.05 -0.05
C -0.81 -1.48 0.52 -0.65
C -0.79 0.31 -1.20 -0.14
C -1.22 -0.38 -2.45 -0.66
H 1.65 1.95 -0.80 0.20
H 2.13 2.14 0.92 0.19
H 0.20 0.01 2.79 0.21
H 1.49 1.08 2.64 0.22
H 1.88 -0.43 2.18 0.22
H -0.89 -1.40 1.62 0.23
H 0.02 -2.21 0.56 0.22
H -1.76 -1.68 0.06 0.23
H -0.76 1.40 -1.30 0.19
H -2.31 -0.47 -2.56 0.22
H -0.78 -1.38 -2.57 0.22
H -0.91 0.18 -3.34 0.23

---

Least stable = <3>